Record 1
Here is a 3-piece molecular cluster, C2H6N2S overall from the OMol25 dataset. Energies are from ωB97M-V with the def2-TZVPD basis set.

```
11
Properties=species:S:1:pos:R:3:forces:R:3
C -0.8941 -1.6361 -0.7798 0.034 2.906 1.762
C -0.2163 -0.5850 0.2725 3.141 -0.521 -4.808
H -1.7154 0.2997 -1.5044 -1.239 -2.976 1.120
H -2.3949 -1.2374 -2.5006 0.398 2.085 4.700
H 0.0130 -1.6574 -1.4203 -1.341 -0.551 -0.768
H -1.3376 -2.6560 -0.4647 1.061 1.938 -0.185
H -0.8371 -0.3363 1.0517 -0.930 0.881 2.290
H 3.1218 0.0465 1.5028 -2.059 1.899 -0.358
N -2.1818 -0.6730 -1.1217 2.879 -1.263 -6.164
N 0.8983 0.0987 -0.1540 -4.630 -1.816 2.463
S 1.1748 1.4305 0.9568 2.685 -2.583 -0.052
```
Positions in Å, forces in eV/Å.

Output
gap between HOMO and LUMO	6.68	eV
total charge	0
molar mass	90.2	g/mol
E_HOMO	-9.08	eV
ΔE to the lowest compared entry with this formula, charge and spin	9.042	eV
LUMO level	-0.0885	Eh

***

Record 2
Here is C4H8LiO3Tl as an isolated structure from the OMol25 dataset. Energies are from ωB97M-V with the def2-TZVPD basis set.

```
17
Properties=species:S:1:pos:R:3:forces:R:3
C 1.1525 1.1561 -1.6472 0.727 -0.047 0.308
C 0.5827 1.4558 -0.2772 0.043 -0.283 -0.664
C 0.1483 0.1331 0.4074 1.134 0.975 0.267
C -1.0008 0.3945 1.3075 -0.545 -0.445 -0.105
O -1.5394 -0.4548 2.0000 0.035 -0.324 0.168
O 2.3713 1.5415 -1.9296 0.521 0.740 -0.130
Tl 4.2071 3.2368 -1.8826 -1.006 -0.912 -0.059
Li -1.5356 -2.3484 2.0619 -0.084 0.369 0.137
H 0.7331 0.2761 -2.1743 0.179 0.387 0.055
H 1.0474 -0.2655 0.9458 -0.936 0.077 -0.179
H -0.2743 2.1449 -0.3765 0.067 -0.193 0.219
H 1.3425 1.9712 0.3368 -0.262 -0.213 -0.249
H -0.1287 -0.6268 -0.3371 -0.111 0.171 0.074
H -1.4641 1.3996 1.2448 0.222 -0.202 0.272
O -1.9218 -3.2008 0.4642 0.439 0.972 -1.030
H -1.9983 -4.1270 0.2214 -0.029 -0.118 -0.183
H -1.7219 -2.6864 -0.3651 -0.392 -0.954 1.100
```
Positions in Å, forces in eV/Å.

Output
gap between HOMO and LUMO (spin up / spin down)	4.13 / 7.82	eV
total charge	+1
2S+1	2
molar mass	315.4	g/mol
E_HOMO (spin up / spin down)	-7.57 / -11.26	eV
ΔE to the lowest compared entry with this formula, charge and spin	0.360	eV
LUMO level (spin up / spin down)	-0.1263 / -0.1264	Eh

***

Record 3
Here is C12H24F6GeN2PdSbSe as an isolated structure from the OMol25 dataset. Energies are from ωB97M-V with the def2-TZVPD basis set.

```
48
Properties=species:S:1:pos:R:3:forces:R:3
Pd -0.7315 -1.1484 -0.3744 0.192 1.561 2.198
Se -3.0074 -1.3668 -1.0990 -0.270 -0.321 -0.169
C -2.8006 -3.2716 -1.3046 0.038 0.037 -0.123
C -3.7817 -4.1529 -0.8593 0.058 0.161 0.096
C -3.5751 -5.5225 -0.9274 -0.039 -0.139 -0.028
C -2.3938 -6.0274 -1.4487 -0.004 0.003 -0.034
C -1.4320 -5.1532 -1.9374 0.082 -0.044 0.034
C -1.6327 -3.7848 -1.8769 -0.188 0.043 -0.116
H -4.6931 -3.7559 -0.4300 -0.015 -0.014 0.030
H -4.3365 -6.2025 -0.5641 -0.024 0.018 0.026
H -2.2212 -7.0953 -1.4820 -0.020 -0.025 -0.004
H -0.5102 -5.5371 -2.3542 0.020 0.022 -0.020
H -0.8810 -3.1148 -2.2828 0.020 -0.086 0.092
N -3.2211 2.5509 -4.4072 0.178 0.223 0.148
C -0.9665 2.9703 -2.6528 0.834 0.112 0.588
C -1.1450 1.6415 -2.0019 0.094 -0.050 0.132
N -0.0807 1.3575 -1.0253 -0.421 -0.109 0.065
H -2.4194 2.9095 -3.8378 -0.636 -0.252 -0.498
H -3.7192 1.9181 -3.7880 0.030 -0.026 -0.016
H -2.7968 1.9608 -5.1162 0.007 -0.007 0.016
H -1.2162 3.8489 -2.0642 -0.160 0.059 -0.063
H -0.0901 3.0825 -3.2827 -0.055 -0.039 -0.123
H -1.1008 0.8418 -2.7457 -0.132 0.046 0.013
H -2.1119 1.5840 -1.4861 -0.055 -0.038 -0.150
H 0.0021 2.1287 -0.3703 0.080 -0.002 0.005
H 0.8319 1.2929 -1.5252 0.359 0.191 -0.141
F 1.0340 -1.9108 -0.6667 -0.345 -0.172 0.007
Sb 3.6750 0.0307 -1.4938 1.621 0.043 -0.357
F 2.1728 1.4980 -2.4091 -0.052 -0.182 0.130
F 4.0478 1.2981 0.3064 -0.293 -0.406 -0.580
F 4.9458 1.2459 -2.3288 -0.342 -0.047 0.161
F 5.4117 -1.0572 -1.0191 -0.763 0.305 -0.017
F 3.7850 -0.9644 -3.3721 -0.217 0.311 0.647
C -0.9995 -1.5144 4.3570 -0.054 0.179 -0.417
Ge -1.6777 -1.9252 2.5334 -0.292 -1.345 0.767
C -0.8383 -3.5732 1.8416 -0.058 0.353 0.123
C -3.6495 -2.1936 2.6295 0.309 0.420 -0.124
C -1.1325 -0.5252 1.3175 0.269 -0.694 -2.048
H -1.1850 -2.3201 5.0655 -0.061 -0.115 -0.088
H -1.4726 -0.6090 4.7374 -0.017 0.039 0.024
H 0.0741 -1.3383 4.3031 0.045 -0.011 0.031
H -1.0296 -4.4401 2.4748 -0.055 0.061 0.111
H 0.2368 -3.4135 1.7555 0.008 -0.022 -0.036
H -1.2213 -3.7748 0.8423 -0.020 -0.028 0.006
H -3.8745 -3.2167 2.9272 0.136 -0.061 0.018
H -4.1036 -2.0016 1.6585 0.045 -0.041 -0.051
H -4.0959 -1.5123 3.3537 0.015 0.022 0.052
H -0.9076 0.5064 1.5803 0.150 0.071 -0.319
```
Positions in Å, forces in eV/Å.

Output
gap between HOMO and LUMO (spin up / spin down)	3.65 / 3.61	eV
total charge	-2
2S+1	2
molar mass	690.1	g/mol
E_HOMO (spin up / spin down)	-1.05 / -1.04	eV
ΔE to the lowest compared entry with this formula, charge and spin	5.686	eV
LUMO level (spin up / spin down)	0.0955 / 0.0946	Eh